(1)
{
  "formula": "C8H24Ba2F3O8",
  "method": "ωB97M-V/def2-TZVPD",
  "spin_multiplicity": 1,
  "e_lumo_ha": -0.14338,
  "homo_lumo_gap_ev": 6.20,
  "energy_ev": -34601.172,
  "homo_energy_ev": -10.102,
  "total_charge": 1,
  "symbols": ["Ba", "Ba", "O", "H", "O", "H", "C", "O", "O", "C", "F", "F", "F", "C", "C", "H", "H", "H", "H", "H", "H", "C", "O", "H", "H", "H", "H", "C", "O", "H", "H", "H", "H", "C", "O", "H", "H", "H", "H", "C", "O", "H", "H", "H", "H"],
  "coordinates": [[3.183, -2.489, -0.151], [-0.631, -1.889, -1.609], [1.235, -0.690, -0.229], [1.193, 0.269, -0.408], [1.625, -2.850, -2.446], [1.958, -1.946, -2.611], [-3.504, 0.076, -0.910], [-2.211, 0.640, -0.772], [-3.258, -1.301, -0.591], [-4.559, 0.863, -0.048], [-5.681, 0.223, -0.070], [-4.186, 0.951, 1.233], [-4.808, 2.075, -0.517], [-1.917, 1.943, -1.258], [-0.499, 2.325, -0.807], [-0.445, 2.447, 0.275], [0.163, 1.504, -1.084], [-0.207, 3.230, -1.339], [-2.607, 2.710, -0.906], [-2.013, 1.910, -2.343], [-3.816, 0.167, -1.951], [-0.971, -0.255, 2.255], [0.413, 0.101, 2.244], [-1.086, -1.316, 2.033], [-1.303, -0.279, 3.293], [-1.581, 0.337, 1.573], [0.730, -0.235, 1.403], [3.816, 0.814, 1.351], [4.204, -0.527, 1.439], [4.616, 1.532, 1.171], [3.208, 0.917, 0.452], [3.393, 1.098, 2.314], [4.807, -0.546, 2.186], [0.485, 0.763, -3.915], [-0.706, 0.005, -3.787], [0.871, 0.561, -4.914], [0.374, 1.831, -3.729], [1.228, 0.415, -3.198], [-1.432, 0.498, -4.176], [1.690, -2.948, 3.625], [2.020, -2.126, 2.547], [2.271, -3.870, 3.631], [1.853, -2.401, 4.554], [0.628, -3.193, 3.640], [1.459, -1.347, 2.549]],
  "atomic_forces_ev_per_a": [[-1.26, 0.61, 0.03], [-1.84, 0.80, 0.26], [0.65, 0.00, -0.35], [0.13, -0.76, 0.24], [0.78, 0.61, 1.28], [-0.15, -0.44, -0.43], [1.02, -3.31, 0.64], [1.19, 1.05, 0.38], [-0.53, 2.68, -0.78], [1.80, -1.75, -0.03], [-2.01, -1.19, -0.13], [0.43, 0.46, 0.39], [0.22, 1.29, -0.35], [0.11, 0.11, 0.26], [-0.80, -0.47, -0.47], [-0.04, 0.14, -0.07], [0.16, 0.17, -0.18], [0.20, 0.03, 0.22], [-0.16, -0.14, 0.13], [0.17, 0.25, -0.32], [-0.37, 0.32, -0.40], [-0.03, -0.80, 0.79], [-0.11, -0.03, 0.64], [-0.03, -0.24, -0.70], [-0.20, 0.85, -0.04], [0.01, -0.01, 0.27], [0.31, 0.19, -1.02], [-0.26, 1.61, -0.25], [1.09, -0.81, -0.28], [0.64, -0.36, 0.04], [-0.62, 0.02, 0.59], [-0.80, 0.22, -0.43], [0.13, -0.56, 0.13], [0.59, -0.12, -0.58], [-0.24, -0.19, 0.78], [0.29, 0.41, -0.01], [-0.31, -0.02, -0.13], [-0.10, -0.24, 0.13], [-0.16, -0.04, -0.04], [-0.72, -0.04, 1.27], [1.14, -0.89, -1.57], [0.08, 0.15, -0.15], [0.28, -0.18, 0.20], [-0.10, -0.25, -0.22], [-0.58, 0.89, 0.24]],
  "mulliken_charge": [1.80, 1.85, -1.07, -0.06, -1.19, 0.27, -0.15, 0.17, -0.94, 0.64, -0.26, -0.26, -0.29, -0.37, -0.56, 0.38, -0.34, 0.41, 0.36, 0.20, 0.20, -0.41, -0.59, 0.18, 0.39, 0.03, 0.38, -0.46, -0.48, 0.35, 0.06, 0.28, 0.26, -0.43, -0.47, 0.32, 0.28, 0.06, 0.27, -0.70, -0.33, 0.26, 0.27, 0.27, 0.40]
}



(2)
{
  "formula": "C52H115F3N6O4S",
  "method": "ωB97M-V/def2-TZVPD",
  "spin_multiplicity": 1,
  "e_lumo_ha": -0.21312,
  "homo_lumo_gap_ev": 3.82,
  "energy_ev": -91865.834,
  "homo_energy_ev": -9.618,
  "total_charge": 4,
  "symbols": ["C", "C", "C", "O", "H", "H", "H", "H", "H", "H", "H", "C", "C", "C", "N", "C", "C", "C", "C", "C", "H", "H", "H", "H", "H", "H", "H", "H", "H", "H", "H", "H", "H", "H", "H", "H", "H", "H", "C", "C", "C", "N", "C", "C", "C", "C", "C", "H", "H", "H", "H", "H", "H", "H", "H", "H", "H", "H", "H", "H", "H", "H", "H", "H", "H", "C", "C", "C", "N", "C", "C", "C", "C", "C", "H", "H", "H", "H", "H", "H", "H", "H", "H", "H", "H", "H", "H", "H", "H", "H", "H", "H", "C", "C", "C", "N", "C", "C", "C", "C", "C", "H", "H", "H", "H", "H", "H", "H", "H", "H", "H", "H", "H", "H", "H", "H", "H", "H", "H", "C", "C", "C", "N", "C", "C", "C", "C", "C", "H", "H", "H", "H", "H", "H", "H", "H", "H", "H", "H", "H", "H", "H", "H", "H", "H", "H", "C", "C", "C", "N", "C", "C", "C", "C", "C", "H", "H", "H", "H", "H", "H", "H", "H", "H", "H", "H", "H", "H", "H", "H", "H", "H", "H", "C", "F", "F", "F", "S", "O", "O", "O"],
  "coordinates": [[6.831, 7.717, 12.533], [6.313, 6.659, 11.495], [7.089, 5.316, 11.533], [4.894, 6.618, 11.449], [6.904, 7.396, 13.573], [6.200, 8.606, 12.511], [7.827, 8.061, 12.255], [6.573, 7.084, 10.525], [8.148, 5.572, 11.494], [6.731, 4.513, 10.889], [7.017, 4.868, 12.523], [3.551, 1.969, 19.281], [2.661, 1.411, 20.360], [3.225, 2.063, 21.656], [2.405, 1.750, 22.934], [2.249, 0.239, 23.110], [1.094, 2.505, 23.068], [0.744, 2.559, 24.548], [2.090, 2.548, 25.267], [3.141, 2.251, 24.204], [4.581, 1.619, 19.354], [3.519, 3.059, 19.280], [3.068, 1.670, 18.351], [2.673, 0.322, 20.346], [1.635, 1.779, 20.322], [3.174, 3.150, 21.721], [4.253, 1.771, 21.870], [1.696, -0.011, 24.016], [3.279, -0.118, 23.138], [1.747, -0.133, 22.217], [0.355, 2.030, 22.422], [1.166, 3.508, 22.648], [0.175, 1.649, 24.735], [0.172, 3.447, 24.816], [2.044, 1.818, 26.076], [2.330, 3.528, 25.680], [4.014, 1.690, 24.538], [3.568, 3.179, 23.824], [0.612, 11.698, 6.383], [1.982, 12.027, 6.041], [2.916, 10.803, 5.788], [4.344, 11.310, 5.447], [4.306, 12.496, 4.432], [5.244, 10.101, 5.035], [6.659, 10.396, 5.597], [6.554, 11.630, 6.440], [5.092, 11.814, 6.735], [0.437, 11.035, 7.229], [-0.081, 11.423, 5.587], [0.242, 12.637, 6.795], [2.366, 12.695, 6.812], [1.879, 12.783, 5.262], [2.589, 10.282, 4.888], [3.070, 10.145, 6.643], [5.340, 12.663, 4.131], [4.074, 13.460, 4.885], [3.653, 12.162, 3.625], [5.202, 10.011, 3.949], [4.762, 9.257, 5.529], [7.406, 10.503, 4.811], [7.151, 9.595, 6.150], [6.773, 12.475, 5.788], [7.269, 11.678, 7.261], [4.772, 12.853, 6.816], [4.755, 11.402, 7.686], [12.643, -0.465, 11.571], [12.418, -1.894, 12.182], [11.308, -2.722, 11.472], [11.036, -4.186, 11.959], [12.227, -5.114, 11.717], [10.713, -4.034, 13.479], [10.024, -5.279, 13.850], [9.134, -5.527, 12.546], [9.759, -4.784, 11.351], [13.649, -0.121, 11.810], [11.861, 0.216, 11.908], [12.492, -0.404, 10.493], [12.132, -1.821, 13.232], [13.276, -2.565, 12.147], [11.721, -2.925, 10.484], [10.357, -2.194, 11.406], [12.153, -5.243, 10.637], [12.148, -6.024, 12.312], [13.178, -4.651, 11.983], [11.696, -4.078, 13.948], [10.139, -3.135, 13.705], [10.696, -6.124, 13.998], [9.385, -5.178, 14.728], [8.962, -6.603, 12.537], [8.195, -5.013, 12.753], [9.981, -5.543, 10.602], [9.064, -4.090, 10.878], [-0.716, 8.408, 17.082], [-0.595, 9.578, 16.094], [0.672, 10.388, 16.422], [0.729, 11.814, 15.846], [0.517, 11.792, 14.332], [2.141, 12.452, 16.209], [1.748, 13.761, 16.981], [0.352, 14.127, 16.519], [-0.328, 12.750, 16.473], [0.174, 7.791, 16.959], [-1.628, 7.859, 16.848], [-0.702, 8.662, 18.142], [-1.568, 10.061, 16.182], [-0.541, 9.256, 15.054], [1.479, 9.838, 15.939], [0.805, 10.549, 17.492], [-0.539, 11.676, 14.090], [1.161, 11.018, 13.915], [0.910, 12.759, 14.017], [2.695, 12.712, 15.306], [2.697, 11.737, 16.815], [2.482, 14.566, 16.943], [1.736, 13.568, 18.054], [0.422, 14.593, 15.536], [-0.049, 14.821, 17.258], [-1.214, 12.752, 15.839], [-0.641, 12.366, 17.444], [2.494, -0.693, 6.525], [1.536, 0.506, 6.575], [0.945, 0.674, 8.026], [-0.339, 1.376, 8.147], [-0.407, 2.653, 7.287], [-0.623, 1.624, 9.646], [-2.117, 1.358, 9.903], [-2.748, 1.131, 8.529], [-1.588, 0.539, 7.747], [1.956, -1.618, 6.730], [3.256, -0.712, 7.304], [2.919, -0.829, 5.530], [0.673, 0.306, 5.941], [2.120, 1.345, 6.197], [1.661, 1.165, 8.686], [0.815, -0.314, 8.469], [-0.597, 2.257, 6.290], [0.545, 3.172, 7.397], [-1.221, 3.348, 7.493], [-0.305, 2.623, 9.944], [-0.070, 0.861, 10.194], [-2.436, 2.246, 10.449], [-2.250, 0.487, 10.544], [-3.237, 1.987, 8.063], [-3.528, 0.380, 8.649], [-1.676, 0.579, 6.661], [-1.465, -0.502, 8.045], [11.284, 11.132, 16.409], [11.666, 9.755, 16.905], [11.120, 9.460, 18.371], [11.522, 8.064, 19.009], [11.246, 8.113, 20.524], [13.002, 7.642, 18.692], [12.888, 6.836, 17.386], [11.486, 6.269, 17.258], [10.658, 6.924, 18.355], [11.570, 11.932, 17.092], [10.199, 11.187, 16.327], [11.722, 11.285, 15.422], [12.748, 9.792, 17.034], [11.413, 8.951, 16.215], [10.038, 9.509, 18.498], [11.464, 10.178, 19.115], [10.162, 8.005, 20.566], [11.692, 9.046, 20.868], [11.806, 7.284, 20.957], [13.315, 6.993, 19.510], [13.584, 8.561, 18.619], [13.697, 6.109, 17.458], [12.980, 7.408, 16.462], [11.516, 5.181, 17.316], [10.956, 6.370, 16.311], [10.366, 6.121, 19.033], [9.793, 7.453, 17.957], [15.330, 7.909, 9.411], [14.332, 7.081, 9.709], [15.107, 8.331, 8.217], [15.395, 8.969, 10.162], [17.045, 6.952, 9.521], [16.989, 5.689, 8.796], [18.094, 7.830, 8.930], [17.247, 6.782, 10.942]],
  "atomic_forces_ev_per_a": [[0.33, -0.34, -0.48], [-2.63, 0.52, -0.54], [-0.22, 0.58, 1.71], [1.58, -0.61, 0.78], [-0.23, -0.42, 0.17], [-0.27, -0.17, -0.15], [0.37, 0.00, -0.05], [0.74, 0.38, -0.53], [0.26, -0.37, -0.76], [0.19, 0.53, -0.61], [-0.34, -0.03, 0.52], [-0.95, 0.11, -1.01], [0.64, 1.40, 1.90], [-1.11, -0.80, 1.40], [0.57, -1.01, 1.73], [0.08, 0.92, -0.82], [-0.43, 0.17, -1.03], [0.02, -0.48, -0.60], [0.09, -0.16, 0.16], [0.26, 1.07, -0.93], [-0.13, -0.04, -0.12], [0.21, 0.03, 0.08], [0.64, -0.05, -0.36], [0.06, 0.12, 0.28], [-0.12, -0.21, -0.61], [0.15, 0.06, -0.95], [-0.03, -0.18, 0.00], [0.14, 0.18, -0.09], [-0.23, -0.32, 0.13], [-0.06, -0.15, 0.31], [-0.06, -0.31, 0.26], [0.73, 0.04, 0.00], [-0.14, 0.25, 0.54], [-0.20, -0.27, -0.24], [0.38, 0.09, -0.03], [-0.13, -0.16, 0.20], [-0.39, -0.70, -0.38], [-0.01, 0.30, 0.30], [-2.72, 0.16, 1.54], [1.92, 0.09, -0.10], [0.76, 2.25, -0.99], [0.54, 0.28, 1.44], [1.10, -1.42, 0.60], [-0.12, 0.87, 0.31], [0.64, -1.08, -0.70], [0.00, 1.40, -0.85], [-1.09, 0.92, 0.07], [0.42, -0.47, -0.12], [0.37, -0.15, -0.20], [-0.59, 0.10, -0.19], [0.45, -0.51, 0.55], [0.56, -0.66, -0.89], [-0.07, -0.30, 0.19], [-0.45, 0.05, -0.07], [-0.08, -0.47, -0.51], [-0.77, -0.49, 0.23], [0.19, 0.45, -0.03], [-0.03, -0.13, 0.13], [0.18, -0.09, -0.22], [-0.32, 0.43, -0.34], [-0.89, -0.46, 0.26], [0.52, 0.16, 0.11], [-0.48, -0.10, 0.18], [0.38, 0.10, 0.02], [-0.31, -0.95, -0.46], [-0.61, -1.02, -0.03], [-0.98, -0.70, 0.05], [1.07, -0.56, -1.20], [-0.58, 2.15, 1.47], [-0.70, 0.87, -0.30], [1.93, -0.82, -0.31], [-1.59, -0.89, -1.49], [-0.52, 0.52, 2.02], [0.46, -1.82, 0.73], [-0.27, 0.16, 0.05], [0.28, 0.07, 0.57], [0.43, -0.52, -0.18], [0.23, 0.31, 0.10], [0.49, 0.59, -0.02], [-0.46, 0.40, -0.42], [-0.04, -0.28, 0.08], [0.53, -0.59, 0.18], [-0.38, -0.01, -0.37], [-0.29, 0.29, -0.02], [-0.02, 0.95, 0.14], [0.23, 0.04, -0.44], [0.04, 0.16, 0.09], [0.14, -0.02, -0.06], [-0.08, 0.18, -0.93], [-0.26, -0.40, 0.00], [0.58, 0.39, -0.18], [0.52, 0.49, 0.41], [0.79, -0.38, -0.66], [-0.41, 0.37, 0.78], [-0.91, 0.75, -0.65], [0.20, -0.14, -0.07], [0.91, 0.52, 0.95], [-1.28, 1.00, 0.45], [0.82, -0.85, 0.51], [0.64, -0.55, 0.36], [0.00, 0.40, -0.63], [-0.19, -0.52, -0.08], [0.23, -0.21, 0.15], [-0.32, 0.54, -0.12], [0.27, 0.91, -0.01], [0.06, -0.36, 0.11], [0.37, 0.19, 0.45], [0.15, -0.36, -0.03], [0.26, -0.13, 0.07], [-0.22, -0.05, -0.04], [-0.39, -0.08, -0.39], [-0.26, -0.41, -0.12], [-0.12, 0.06, -0.18], [0.04, -0.09, -0.72], [-0.24, -0.39, 0.10], [-0.42, 0.05, 0.00], [-0.50, -0.10, -0.35], [0.12, -0.16, -0.02], [0.41, 0.04, 0.08], [-0.70, -0.80, 0.28], [-0.19, -0.52, 1.04], [1.75, -0.42, -1.03], [-2.49, 0.80, 0.61], [0.46, -0.85, 0.11], [0.04, -0.66, -0.10], [0.51, 1.15, 0.05], [-0.26, -0.45, 0.29], [0.29, 0.20, -0.43], [-0.30, -0.10, -0.12], [0.28, 0.58, -0.22], [0.20, 0.26, 0.18], [0.21, 0.07, -0.42], [-0.56, 0.44, 0.26], [0.01, 0.31, -0.13], [-0.24, -0.09, -0.14], [0.53, 0.46, -0.11], [-0.08, -0.08, -0.22], [-0.07, -0.47, 0.68], [0.17, -0.14, -0.28], [0.39, 0.31, -0.14], [-0.73, -0.25, -0.10], [0.04, 0.08, -0.09], [0.37, 0.16, 0.09], [-0.02, -0.01, -0.29], [-0.07, -0.07, 0.12], [0.46, 0.10, 0.09], [-0.96, -0.15, 0.01], [0.41, -0.33, 2.20], [0.47, -0.71, -0.06], [0.00, -0.74, -0.52], [0.69, -0.07, -1.98], [-1.93, 0.46, -0.62], [0.64, 0.61, -0.52], [-0.51, -0.93, 0.24], [0.29, 0.56, -0.15], [0.30, -0.10, -0.06], [-0.09, 0.15, -0.26], [-0.03, 0.17, 0.14], [0.14, -0.39, -0.26], [-0.16, 0.16, 0.01], [-0.14, -0.22, -0.47], [0.51, 0.18, -0.37], [0.22, 0.32, 0.76], [-0.52, -0.06, 0.31], [-0.45, -0.04, 0.13], [0.08, 0.25, -0.02], [0.16, -0.28, 0.16], [-0.26, -0.22, -0.52], [0.91, 0.38, 0.42], [-0.12, -0.05, 0.71], [0.62, 0.71, -0.30], [0.02, 0.71, 0.71], [-0.11, -0.32, 0.19], [3.19, -2.45, -0.17], [-0.79, -0.06, 0.99], [-0.49, 0.75, -2.80], [-0.58, 0.99, 1.76], [3.46, 0.28, -1.09], [-1.51, 0.52, 0.06], [-2.43, -0.26, 0.57], [-1.04, 0.19, 0.80]],
  "mulliken_charge": [-1.16, 0.54, -1.22, -0.99, 0.27, 0.29, 0.34, 0.01, 0.30, 0.33, 0.31, -1.37, -0.16, -0.83, 0.05, -0.92, -0.67, -0.64, -0.51, -0.67, 0.36, 0.34, 0.40, 0.35, 0.33, 0.36, 0.42, 0.42, 0.38, 0.32, 0.42, 0.42, 0.35, 0.36, 0.31, 0.33, 0.45, 0.41, -1.54, -0.16, -0.71, 0.11, -1.04, -0.50, -0.66, -0.64, -0.77, 0.35, 0.35, 0.40, 0.32, 0.32, 0.41, 0.50, 0.49, 0.35, 0.35, 0.40, 0.37, 0.31, 0.39, 0.31, 0.41, 0.42, 0.46, -1.29, -0.24, -0.81, 0.34, -0.92, -0.57, -0.82, -0.48, -0.61, 0.36, 0.35, 0.36, 0.33, 0.29, 0.43, 0.36, 0.41, 0.35, 0.32, 0.38, 0.47, 0.31, 0.38, 0.37, 0.30, 0.28, 0.36, -1.38, -0.26, -1.14, 0.27, -1.10, -0.47, -0.62, -0.57, -0.63, 0.36, 0.37, 0.36, 0.36, 0.38, 0.57, 0.51, 0.36, 0.38, 0.48, 0.32, 0.31, 0.39, 0.32, 0.29, 0.38, 0.32, 0.43, -1.49, -0.11, -1.07, 0.25, -0.95, -0.62, -0.56, -0.57, -0.69, 0.39, 0.35, 0.38, 0.26, 0.38, 0.61, 0.39, 0.40, 0.37, 0.36, 0.41, 0.35, 0.29, 0.35, 0.32, 0.38, 0.44, 0.40, -1.48, -0.01, -0.83, 0.10, -0.95, -0.59, -0.48, -0.74, -0.51, 0.35, 0.37, 0.39, 0.29, 0.30, 0.44, 0.38, 0.40, 0.40, 0.35, 0.44, 0.30, 0.47, 0.21, 0.30, 0.38, 0.43, 0.28, 0.60, -0.24, -0.23, -0.22, 1.07, -0.65, -0.66, -0.67]
}